The molecule C17H23N3O3S. Source: OMol25; level of theory: wB97M-V/def2-TZVPD.

## Properties
E_tot: -39450.364 eV
LUMO: 0.62 eV
Energy above the lowest of the compared OMol25 structures with the same formula, charge and spin: 2.179 eV
Kohn-Sham gap: 8.439 eV
Structure (SMILES): COc1ccccc1NC(=S)N1CCN(C(=O)[C@@H]2CCCO2)CC1

```
! RIJCOSX wB97M-V def2-TZVPD def2/J DEFGRID3
* xyz 0 1
S 1.36 -3.06 2.19
O -2.88 0.18 -2.13
O -3.67 0.54 1.15
O 2.80 0.55 1.21
N -1.84 -0.99 -0.52
N 0.71 -1.00 0.67
N 2.77 -2.05 0.28
C -1.68 -1.52 0.81
C 1.62 -1.94 1.00
C 5.15 -0.49 -2.05
C 4.35 -1.42 -1.41
C 5.15 0.82 -1.62
C -4.08 -0.10 -0.06
C -2.88 -0.28 -1.00
C 4.37 1.20 -0.54
C -4.77 2.17 -0.16
C -0.65 -1.15 -1.33
C 0.54 -0.46 -0.66
C 3.57 0.28 0.12
C -4.27 1.82 1.24
C 2.84 1.85 1.76
C 3.54 -1.05 -0.34
C -0.48 -0.83 1.48
C -5.15 0.79 -0.69
H -0.30 -1.25 2.46
H -1.48 -2.59 0.75
H -3.53 2.52 1.63
H -0.85 -0.70 -2.31
H 3.85 2.12 2.07
H -5.11 0.73 -1.78
H -6.14 0.50 -0.34
H 3.26 -2.91 0.47
H 5.76 1.56 -2.11
H -4.48 -1.10 0.19
H 2.19 1.81 2.63
H -3.95 2.57 -0.76
H -0.44 -2.22 -1.45
H -2.57 -1.35 1.41
H 4.40 2.22 -0.20
H -0.69 0.24 1.57
H 1.44 -0.61 -1.26
H -5.11 1.77 1.95
H -5.59 2.87 -0.15
H 2.46 2.59 1.05
H 5.77 -0.79 -2.88
H 0.35 0.62 -0.58
H 4.34 -2.45 -1.74
*
```

A structure of composition C17H23N3OS2Sn at a distorted geometry. Source: OMol25; level of theory: wB97M-V/def2-TZVPD.

## Properties
E_tot: -52007.464 eV
LUMO: -6.39 eV
Energy above the lowest of the compared OMol25 structures with the same formula, charge and spin: 1.275 eV
Kohn-Sham gap: 8.235 eV

```
! RIJCOSX wB97M-V def2-TZVPD def2/J DEFGRID3
* xyz 2 1
Sn -0.22 0.11 0.86
S -1.39 2.05 -0.40
S 2.38 -0.45 -1.65
O 1.57 -0.24 -0.33
N -1.96 3.48 -2.57
N -2.77 4.30 -0.55
N -1.14 -1.73 -0.35
C 1.12 2.01 -4.58
C 1.96 1.03 -2.57
C -3.31 5.38 -1.14
C -1.10 -4.84 -1.87
C 2.04 2.28 -1.97
C -2.08 3.36 -1.26
C -2.94 -3.35 -2.74
C 1.48 0.88 -3.86
C 4.07 -0.03 -1.13
C -3.13 -4.35 -0.42
C -1.56 -2.66 -0.89
C -2.17 -3.80 -1.49
C 1.23 3.28 -4.02
C 1.68 3.40 -2.70
C -2.49 4.51 -3.19
C 0.89 4.50 -4.81
C -3.17 5.53 -2.50
H 4.35 -0.72 -0.34
H 1.81 4.98 -5.15
H -2.26 -2.96 -3.50
H -3.58 6.39 -3.01
H 1.75 4.38 -2.26
H 1.40 -0.10 -4.30
H 0.30 4.25 -5.68
H -2.58 -4.64 0.47
H -1.60 -5.73 -2.25
H 2.37 2.38 -0.95
H 0.35 5.22 -4.20
H -2.37 4.53 -4.26
H -2.87 4.16 0.45
H -0.51 -5.12 -1.00
H -3.87 -3.61 -0.15
H -3.47 -4.20 -3.16
H -0.44 -4.45 -2.64
H -3.66 -2.57 -2.50
H 0.74 1.90 -5.58
H -3.64 -5.23 -0.81
H -3.83 6.09 -0.52
H 4.13 0.99 -0.78
H 4.72 -0.17 -1.98
*
```

A cluster of 2 separate species, C17H23N5O2S in total at a distorted geometry. Source: OMol25; level of theory: wB97M-V/def2-TZVPD.

## Properties
E_tot: -40367.941 eV
LUMO: 0.40 eV
Energy above the lowest of the compared OMol25 structures with the same formula, charge and spin: 16.528 eV
Kohn-Sham gap: 8.344 eV

```
! RIJCOSX wB97M-V def2-TZVPD def2/J DEFGRID3
* xyz 0 1
S -4.29 -1.95 -0.39
O -1.86 -2.12 1.76
O 1.53 -2.90 -1.72
N -3.18 0.48 -0.24
N -0.69 -2.88 -0.39
N -2.03 -0.91 -1.58
N -1.38 0.25 -1.59
N 0.59 -2.41 0.21
C 1.53 -2.57 -0.68
C -3.19 -3.24 0.06
C -0.26 2.50 0.26
C 3.62 0.52 0.74
C -1.94 1.07 -0.81
C -3.53 0.97 2.15
C -1.81 -2.67 0.60
C 4.84 0.05 0.20
C 2.54 -0.41 0.56
C -1.50 3.31 -2.07
C -4.06 0.92 0.48
C 5.05 -1.02 -0.44
C 2.58 -1.56 -0.18
C -3.16 -0.85 -0.57
C 6.08 0.95 0.47
C 3.90 -1.97 -0.80
C -1.59 2.72 -0.58
H -2.36 3.22 -2.61
H -3.41 -4.09 0.57
H -2.31 3.11 0.11
H -0.71 -3.49 -1.10
H -4.30 1.23 2.74
H 4.00 -2.79 -1.39
H -0.33 1.99 1.19
H -4.15 2.00 0.42
H 5.94 1.43 1.89
H 6.02 1.87 0.00
H -2.99 -3.73 -1.13
H -0.67 2.48 -2.69
H 0.19 3.39 0.34
H -2.55 1.59 2.22
H 6.04 -1.13 -0.80
H -1.01 4.32 -1.80
H 0.30 -1.86 1.05
H 3.56 1.22 1.55
H 1.40 0.00 1.08
H 6.96 0.41 0.64
H -4.93 0.43 0.55
H 0.65 2.10 -0.51
H -3.14 0.03 2.24
*
```

The molecule C17H23N5O3 at a distorted geometry. Source: OMol25; level of theory: wB97M-V/def2-TZVPD.

## Properties
E_tot: -31594.917 eV
LUMO: 0.23 eV
Energy above the lowest of the compared OMol25 structures with the same formula, charge and spin: 2.250 eV
Kohn-Sham gap: 8.724 eV
Structure (SMILES): COCCNc1nc(C)cc(-c2cc(C(=O)NC3CCCC3)on2)n1

```
! RIJCOSX wB97M-V def2-TZVPD def2/J DEFGRID3
* xyz 0 1
O -2.10 -1.73 0.35
O -3.71 1.38 -0.26
O 7.06 2.28 0.70
N -4.57 -0.65 0.34
N 4.03 -0.87 -0.37
N -0.79 -2.07 0.31
N 1.91 0.18 -0.39
N 3.80 1.37 -0.84
C 5.70 1.94 0.63
C 2.08 -2.15 0.04
C -2.23 -0.42 0.06
C -6.29 0.88 1.30
C -0.99 0.11 -0.17
C 5.22 1.58 -0.80
C -3.57 0.21 0.02
C 3.46 -2.04 -0.10
C 1.34 -0.99 -0.12
C -6.51 0.10 -1.02
C -6.83 1.99 0.39
C -0.11 -0.99 0.01
C 7.95 1.20 0.54
C 3.24 0.19 -0.51
C 4.37 -3.22 0.05
C -7.51 1.22 -0.74
C -5.98 -0.31 0.37
H 7.95 0.81 -0.48
H 3.19 2.17 -0.79
H 5.40 -2.91 -0.07
H -7.50 2.66 0.91
H -0.73 1.12 -0.42
H 5.69 0.66 -1.13
H -7.05 0.58 2.03
H -6.49 -1.21 0.72
H 5.16 2.82 0.99
H 5.48 1.09 1.29
H -5.68 0.49 -1.61
H 4.23 -3.66 1.04
H 4.12 -3.97 -0.69
H 5.49 2.40 -1.48
H 8.94 1.58 0.79
H -5.99 2.55 -0.01
H -4.30 -1.60 0.54
H 1.60 -3.09 0.26
H -7.69 1.83 -1.61
H 7.69 0.38 1.23
H -5.41 1.19 1.85
H -6.95 -0.74 -1.55
H -8.46 0.80 -0.39
*
```

A structure of composition C17H23N7O2PtS2 at a distorted geometry. Source: OMol25; level of theory: wB97M-V/def2-TZVPD.

## Properties
E_tot: -57440.318 eV
LUMO (alpha / beta): 0.29 / -3.01 eV
Energy above the lowest of the compared OMol25 structures with the same formula, charge and spin: 0.345 eV
Expectation value of S²: 2.03
Kohn-Sham gap (alpha / beta): 7.075 / 5.413 eV

```
! RIJCOSX wB97M-V def2-TZVPD def2/J DEFGRID3
* xyz 0 3
Pt 12.47 11.80 6.31
S 8.90 9.41 6.74
S 10.35 12.61 6.28
O 9.42 9.19 8.14
O 12.22 9.72 6.32
N 12.99 13.66 6.42
N 12.10 14.69 6.45
N 14.53 11.61 6.45
N 13.39 6.73 7.26
N 9.90 15.23 6.45
N 12.34 9.22 5.09
N 13.10 6.48 3.04
C 14.82 15.38 6.47
C 15.27 10.48 6.53
C 12.90 7.27 6.36
C 8.98 6.62 6.55
C 15.18 12.83 6.50
C 10.34 17.35 5.24
C 9.15 7.88 5.81
C 16.60 12.85 6.64
C 17.32 11.71 6.70
C 12.90 7.27 3.86
C 6.41 9.66 5.52
C 10.24 16.64 6.60
C 10.83 14.28 6.38
C 14.33 13.95 6.51
C 12.70 8.01 5.10
C 7.08 9.35 6.85
C 16.65 10.48 6.67
H 11.18 16.75 7.10
H 18.41 11.74 6.74
H 9.63 6.62 7.44
H 14.25 15.92 7.21
H 14.72 9.51 6.45
H 6.86 10.52 5.00
H 8.44 8.00 4.97
H 7.92 6.53 6.82
H 14.59 15.83 5.49
H 6.87 10.13 7.62
H 10.63 18.38 5.44
H 8.92 15.00 6.25
H 11.09 16.91 4.57
H 17.08 13.80 6.67
H 9.30 5.80 5.91
H 6.43 8.84 4.81
H 15.87 15.58 6.62
H 9.49 17.18 7.19
H 10.11 8.02 5.35
H 5.37 9.88 5.70
H 9.41 17.35 4.63
H 17.23 9.60 6.61
H 6.75 8.40 7.26
*
```

The molecule C17H23NO4 at a distorted geometry. Source: OMol25; level of theory: wB97M-V/def2-TZVPD.

## Properties
E_tot: -27679.025 eV
LUMO: 0.16 eV
Energy above the lowest of the compared OMol25 structures with the same formula, charge and spin: 5.374 eV
Kohn-Sham gap: 8.497 eV
Structure (SMILES): COc1c(C[C@H](O)C(C)C)c(=O)n(C)c2c(OC)cccc12

```
! RIJCOSX wB97M-V def2-TZVPD def2/J DEFGRID3
* xyz 0 1
O 0.19 -2.60 -1.34
O -1.81 1.48 -0.91
O -1.07 2.65 3.58
O 2.37 -0.83 -0.16
N -1.10 1.16 1.25
C 0.27 0.28 -0.73
C 2.21 0.25 2.44
C -2.47 0.94 1.69
C -0.61 -1.61 -1.90
C -0.50 -2.26 -4.45
C -0.71 3.98 3.65
C 2.20 0.87 3.72
C 0.28 -0.32 -2.16
C -0.06 1.83 3.28
C 1.10 1.73 4.09
C 3.39 -0.04 -0.67
C -2.16 -3.42 -3.12
C -1.41 -2.06 -3.17
C -0.87 1.07 -0.17
C 0.00 1.06 2.08
C 1.13 0.36 1.61
C 1.25 -0.04 0.17
H -1.93 -1.15 -3.53
H -0.24 -1.27 -4.85
H -1.46 4.64 4.04
H 4.19 0.19 0.05
H -0.64 4.37 2.62
H -0.20 0.39 -2.87
H -1.41 -4.19 -2.98
H -1.04 -2.84 -5.21
H -3.04 0.25 1.02
H 1.00 2.16 5.01
H 3.09 0.72 4.31
H 0.46 -2.76 -4.17
H 1.19 -0.63 -2.59
H -1.40 -1.43 -1.20
H 3.96 -0.70 -1.39
H -2.79 -3.51 -2.20
H 3.20 -0.29 2.19
H -2.77 -3.55 -4.00
H 0.52 -2.38 -0.36
H 2.93 0.80 -1.24
H -2.57 0.53 2.76
H -2.94 1.89 1.74
H 0.27 4.24 4.05
*
```

The molecule C17H23NO5. Source: OMol25; level of theory: wB97M-V/def2-TZVPD.

## Properties
E_tot: -29729.958 eV
LUMO: 0.78 eV
Energy above the lowest of the compared OMol25 structures with the same formula, charge and spin: 2.128 eV
Kohn-Sham gap: 9.442 eV
Structure (SMILES): CCCCOc1ccc(C(=O)OCC(=O)N2CCOCC2)cc1

```
! RIJCOSX wB97M-V def2-TZVPD def2/J DEFGRID3
* xyz 0 1
O 1.66 2.28 0.44
O 1.81 0.50 -0.90
O -4.49 1.36 -0.28
O 2.81 0.40 2.01
O 5.31 -1.65 -1.22
N 4.63 0.30 0.69
C -5.15 -2.75 1.36
C -0.35 1.31 -0.29
C 3.49 0.88 1.12
C -5.34 0.42 -0.91
C -5.77 -0.70 0.04
C 4.88 -1.08 1.10
C -2.45 2.20 0.44
C 4.55 -2.00 -0.08
C -1.03 0.37 -1.06
C 3.08 2.24 0.52
C -3.14 1.26 -0.34
C -1.08 2.23 0.46
C 5.06 -0.32 -1.61
C 5.43 0.64 -0.47
C 1.12 1.29 -0.29
C -4.66 -1.68 0.39
C -2.41 0.34 -1.09
H 5.93 -1.17 1.37
H -6.22 1.00 -1.20
H -3.03 2.90 1.02
H -6.15 -0.23 0.96
H -3.83 -1.14 0.85
H -0.56 2.95 1.07
H -5.50 -2.31 2.28
H -4.35 -3.45 1.59
H 4.00 -0.19 -1.86
H 3.48 -1.91 -0.31
H 3.49 2.40 -0.48
H 5.28 1.68 -0.77
H -2.90 -0.41 -1.69
H -4.29 -2.16 -0.52
H -4.89 0.01 -1.82
H -5.97 -3.32 0.92
H -6.60 -1.24 -0.42
H -0.46 -0.34 -1.64
H 4.25 -1.31 1.95
H 5.68 -0.13 -2.49
H 6.48 0.50 -0.20
H 3.37 3.05 1.19
H 4.80 -3.03 0.15
*
```

A structure of composition C17H24AlF3N3O2S2 at a distorted geometry. Source: OMol25; level of theory: wB97M-V/def2-TZVPD.

## Properties
E_tot: -63005.136 eV
LUMO: 1.05 eV
Kohn-Sham gap: 6.244 eV

```
! RIJCOSX wB97M-V def2-TZVPD def2/J DEFGRID3
* xyz -1 1
S 1.87 -1.21 0.41
S 4.78 -1.04 -0.05
Al -3.32 0.98 -0.57
F -6.08 -2.40 1.16
F -5.19 -3.32 -0.59
F -4.56 -3.92 1.44
O -2.51 2.15 0.56
O -1.66 0.42 -1.18
N 3.65 -3.40 0.29
N -1.07 2.26 -2.50
N 3.02 -5.46 0.13
C 1.02 -1.33 -1.21
C 4.35 -5.40 0.45
C 1.86 3.97 1.86
C 2.59 -4.23 0.04
C -0.84 1.53 -1.18
C 1.02 -0.03 -2.05
C 3.48 -1.99 0.23
C 2.59 2.68 1.99
C -3.87 -1.74 0.65
C -4.57 -0.42 0.17
C 4.79 -4.09 0.59
C 3.06 1.59 2.23
C -1.33 2.63 -0.11
C 0.70 1.26 -1.27
C -0.40 2.99 1.08
C 0.78 3.92 0.72
C -4.92 -2.88 0.65
H -4.15 1.96 -1.54
H -5.33 -0.69 -0.60
H 5.76 -3.69 0.84
H 0.01 -1.74 -1.06
H -5.15 0.02 1.00
H -3.03 -1.97 -0.01
H 0.45 4.97 0.56
H 1.32 3.63 -0.19
H -0.73 3.21 -2.42
H -1.71 3.58 -0.55
H 1.33 4.18 2.80
H -3.59 -1.60 1.70
H -2.05 2.22 -2.75
H 0.20 -0.15 -2.79
H 3.64 0.71 2.42
H 1.59 -3.88 -0.19
H 5.02 -6.26 0.59
H 0.06 2.04 1.45
H 1.93 0.09 -2.64
H 1.57 -2.09 -1.80
H 1.10 2.09 -1.88
H 2.58 4.79 1.67
H -0.97 3.41 1.92
H 1.20 1.35 -0.29
*
```